1.
Computed, not measured: a molecular structure, C41H50F2N4NaO3SSi at a distorted geometry, with ωB97M-V/def2-TZVPD.

Positions of all 103 atoms, in Å:
Na1 0.3889 0.1335 -0.2050
C1 -1.2591 0.1454 4.8554
C2 -1.8926 0.0026 3.5020
C3 -2.2478 -1.2506 3.0206
C4 -2.8123 -1.3925 1.7651
C5 -3.0199 -0.2820 0.9674
C6 -2.6863 0.9747 1.4413
C7 -2.1347 1.1146 2.7025
H1 -0.6237 1.0270 4.8926
H2 -0.6464 -0.7235 5.0868
H3 -2.0211 0.2391 5.6324
H4 -2.0765 -2.1265 3.6323
H5 -3.0926 -2.3752 1.4124
H6 -3.4332 -0.3928 -0.0226
H7 -2.8567 1.8435 0.8235
H8 -1.8849 2.1019 3.0704
F1 3.3536 -0.0478 4.8510
C8 3.4078 -0.0706 3.4837
C9 2.2512 -0.1488 2.7382
C10 2.2583 -0.1573 1.3393
C11 3.5345 -0.1224 0.7198
C12 4.6851 -0.0513 1.5100
F2 5.9532 -0.0343 0.9815
C13 4.6515 -0.0143 2.8890
C14 3.5739 -0.1847 -0.7474
C15 4.7173 0.0680 -1.5210
C16 4.6471 -0.0193 -2.8968
C17 3.4424 -0.3472 -3.4968
C18 2.3627 -0.5806 -2.6603
N1 2.4229 -0.5083 -1.3471
H9 1.3101 -0.2188 3.2617
H10 5.5602 0.0462 3.4669
H11 5.6554 0.3381 -1.0709
H12 5.5288 0.1706 -3.4947
H13 3.3493 -0.4160 -4.5701
H14 1.3976 -0.8486 -3.0705
C19 -5.7281 3.1682 -3.7252
C20 -4.4575 2.4455 -3.2605
C21 -4.6794 1.8260 -1.8772
C22 -4.0809 1.3403 -4.2439
O1 -3.4447 3.4088 -3.1890
Si1 -1.8199 3.1956 -3.1641
S1 -1.1590 1.7951 -1.8037
O2 -1.2758 4.7238 -2.9343
C23 -1.2500 5.4577 -1.7384
C24 0.0114 5.0809 -0.9526
C25 -2.4898 5.1710 -0.8921
C26 -1.2084 6.9422 -2.1337
O3 -1.4501 2.8340 -4.7174
C27 -0.2148 2.7650 -5.3744
C28 0.2070 1.2956 -5.5121
C29 -0.4425 3.3760 -6.7630
C30 0.8812 3.5216 -4.6260
H15 -6.5559 2.4662 -3.7945
H16 -5.5571 3.6230 -4.6977
H17 -5.9847 3.9515 -3.0155
H18 -5.4264 1.0377 -1.9303
H19 -5.0058 2.5840 -1.1700
H20 -3.7349 1.4158 -1.5286
H21 -4.9087 0.6530 -4.4038
H22 -3.2342 0.8045 -3.8276
H23 -3.7776 1.7807 -5.1892
H24 -0.0166 4.0156 -0.7300
H25 0.0745 5.6453 -0.0254
H26 0.8957 5.2790 -1.5539
H27 -2.4563 4.1384 -0.5557
H28 -3.3782 5.2946 -1.5042
H29 -2.5370 5.8326 -0.0302
H30 -0.3266 7.1388 -2.7401
H31 -1.1756 7.5743 -1.2490
H32 -2.0923 7.1920 -2.7160
H33 -0.5291 0.7344 -6.0819
H34 0.2911 0.8531 -4.5233
H35 1.1697 1.2263 -6.0137
H36 -1.2251 2.8254 -7.2788
H37 0.4637 3.3413 -7.3607
H38 -0.7671 4.4059 -6.6471
H39 1.0753 3.0302 -3.6757
H40 0.5471 4.5309 -4.4130
H41 1.7985 3.5501 -5.2103
C31 -2.2885 -3.8979 -2.1419
C32 -1.5910 -3.1060 -1.2370
N2 -1.1680 -1.8852 -1.5231
C33 -1.3740 -1.4168 -2.7389
C34 -1.9900 -2.1538 -3.7588
C35 -2.4935 -3.4127 -3.4175
C36 -2.1477 -1.6219 -5.1016
C37 -2.0427 -2.3232 -6.2436
C38 -1.5494 -3.6798 -6.3571
C39 -0.5372 -4.1815 -5.5187
C40 -0.1760 -5.4979 -5.6876
N3 -0.7166 -6.2741 -6.6291
C41 -1.5998 -5.6837 -7.4166
N4 -2.0466 -4.4496 -7.3383
H42 -2.6710 -4.8648 -1.8488
H43 -1.3814 -3.4506 -0.2331
H44 -1.0583 -0.3937 -2.8930
H45 -3.0562 -3.9782 -4.1465
H46 -2.4121 -0.5768 -5.1601
H47 -2.3270 -1.8581 -7.1775
H48 -0.0642 -3.5535 -4.7809
H49 0.5727 -5.9642 -5.0589
H50 -2.0055 -6.2923 -8.2176

## Properties
M: 768.02 g mol⁻¹
Total charge: -1
Spin multiplicity: 1
LUMO energy: 1.52 eV
Kohn-Sham gap: 6.24 eV
Energy above the lowest of the compared OMol25 structures with the same formula, charge and spin: 14.36 kcal/mol


2.
Computed, not measured: a gas-phase ion, C3H9N4 (charge +1) at a distorted geometry, with ωB97M-V/def2-TZVPD.

Positions of all 16 atoms, in Å:
C1 1.0245 -0.4271 -0.9926
C2 0.0874 0.1038 -1.7032
C3 0.7084 -0.2456 0.4510
N1 -0.6865 0.3120 0.5825
N2 1.5429 0.6089 1.3032
N3 -1.6294 -0.5572 1.1089
N4 -0.9825 0.6730 -0.8453
H1 1.7498 -1.1352 -1.4056
H2 -0.1148 -0.0852 -2.6987
H3 0.7767 -1.2767 0.9641
H4 2.4200 0.2875 1.5788
H5 1.5683 1.5456 0.7142
H6 -1.9814 -0.0786 1.9132
H7 -1.5413 -1.5393 1.0287
H8 -1.0407 1.6172 -1.0453
H9 -1.9013 0.1969 -0.9541

## Properties
M: 101.13 g mol⁻¹
Total charge: +1
SMILES string: N[C@@H]1C=C[NH2+]N1N
Spin multiplicity: 1
LUMO energy: -3.22 eV
Kohn-Sham gap: 10.49 eV
Energy above the lowest of the compared OMol25 structures with the same formula, charge and spin: 100.45 kcal/mol


3.
Computed, not measured: a molecular structure, C25H18N5O5Pt at a distorted geometry, with ωB97M-V/def2-TZVPD.

Positions of all 54 atoms, in Å:
Pt1 -0.0740 0.0824 -0.1309
C1 6.2733 -2.8761 1.1431
C2 4.8480 -2.4255 1.2651
C3 4.3387 -1.9446 2.4702
C4 3.0538 -1.4749 2.5428
C5 2.1578 -1.5111 1.4474
N1 0.9090 -1.0052 1.5916
C6 0.2482 -1.1499 2.7658
C7 0.4011 -2.3459 3.5073
C8 -0.2499 -2.5774 4.6905
C9 -1.1635 -1.6493 5.1873
C10 -1.9426 -1.9137 6.4413
C11 -1.3533 -0.4830 4.4719
C12 -0.6337 -0.1828 3.3160
N2 -0.8010 1.1013 2.7682
C13 -1.2499 2.1902 3.4392
C14 -1.2826 3.2483 2.5569
C15 -0.8171 2.7181 1.3559
N3 -0.5190 1.4354 1.5065
C16 2.6665 -2.0652 0.2432
C17 4.0048 -2.4494 0.1712
N4 1.8710 -2.2841 -0.8955
C18 2.1394 -3.1730 -1.8831
C19 1.1327 -3.0820 -2.8205
C20 0.2696 -2.1122 -2.3150
N5 0.7205 -1.6579 -1.1544
H1 6.6866 -3.1114 2.1212
H2 6.8813 -2.0873 0.6987
H3 6.3497 -3.7587 0.5102
H4 4.9658 -1.9228 3.3516
H5 2.6816 -1.0654 3.4717
H6 1.0764 -3.0906 3.1094
H7 -0.0656 -3.4967 5.2304
H8 -1.4531 -2.6754 7.0440
H9 -2.9444 -2.2677 6.1954
H10 -2.0412 -1.0075 7.0367
H11 -2.0915 0.2200 4.8265
H12 -1.4938 2.1671 4.4815
H13 -1.5943 4.2563 2.7481
H14 -0.6811 3.2037 0.4086
H15 4.4050 -2.7786 -0.7757
H16 2.9908 -3.8215 -1.8618
H17 1.0317 -3.6333 -3.7342
H18 -0.6451 -1.7367 -2.7315
O1 -2.8761 3.1810 -5.0369
C21 -2.3454 2.5947 -4.1081
C22 -2.9361 2.3901 -2.7430
O2 -3.9777 2.8917 -2.3403
C23 -1.9829 1.5406 -2.0141
C24 -0.7426 1.4754 -2.7631
O3 0.3349 1.1006 -2.2465
C25 -0.9889 1.9519 -4.1328
O4 -0.2839 1.8242 -5.1253
O5 -2.1541 0.9127 -0.9428

## Properties
M: 663.53 g mol⁻¹
Total charge: -1
Spin multiplicity: 1
LUMO energy: 2.09 eV
Kohn-Sham gap: 5.41 eV


4.
Computed, not measured: a molecular structure, C3H9N3O at a distorted geometry, with ωB97M-V/def2-TZVPD.

Positions of all 16 atoms, in Å:
C1 1.7038 0.9896 0.1153
C2 0.2721 -1.2607 0.3030
C3 -2.7014 0.1779 -0.0069
H1 1.8114 0.8376 1.2301
H2 2.4688 1.9701 0.0108
H3 0.6535 1.4021 -0.1902
H4 3.1623 -0.4731 -0.4051
H5 -0.1328 -2.1990 0.8108
H6 -0.1615 0.1464 -1.0683
H7 -2.0670 1.4454 0.2664
H8 -2.9670 -0.3641 1.0311
H9 -3.5717 -0.1067 -0.4583
N1 2.1682 -0.2223 -0.7339
N2 1.5660 -1.4802 -0.0338
N3 -0.4867 -0.3000 -0.1709
O1 -1.7180 -0.5629 -0.7001

## Properties
M: 103.12 g mol⁻¹
Total charge: 0
Spin multiplicity: 1
LUMO energy: 0.73 eV
Kohn-Sham gap: 9.39 eV
Energy above the lowest of the compared OMol25 structures with the same formula, charge and spin: 190.93 kcal/mol


5.
Computed, not measured: 2 unconnected molecules or ions with the total composition C4H10O, with ωB97M-V/def2-TZVPD.

Positions of all 15 atoms, in Å:
C1 -0.6937 -1.4295 1.4319
O1 -0.7270 -0.9771 0.0721
C2 0.4621 -0.7798 -0.4528
C3 0.2993 -0.2315 -1.8445
C4 0.3629 1.6967 0.4259
H1 -1.6297 -1.9578 1.6177
H2 -0.6207 -0.5594 2.0961
H3 0.1737 -2.0750 1.5854
H4 0.8888 0.7217 0.4288
H5 -0.6472 0.2775 -2.0704
H6 0.3838 -1.1229 -2.4775
H7 1.1439 0.4178 -2.1022
H8 0.8691 2.3558 -0.2815
H9 0.4207 2.0845 1.4409
H10 -0.6858 1.5790 0.1303

## Properties
M: 74.12 g mol⁻¹
Total charge: 0
Spin multiplicity: 1
LUMO energy: 1.12 eV
Kohn-Sham gap: 9.35 eV
Energy above the lowest of the compared OMol25 structures with the same formula, charge and spin: 78.87 kcal/mol


The lowest LUMO energy belongs to which entry?
C3H9N4